(1)
Entry from OMol25: a structure of composition C25H51O19Tl in a non-equilibrium geometry (the ωB97M-V functional and the def2-TZVPD basis).

## Properties
<S²>: 0.754
Total energy (eV): -70337.34192
Charge: +1
Spin multiplicity: 2

Last column: Löwdin spin population.
Element x y z (Å)
1 Tl -3.06 2.49 -1.38  -0.001
2 C -0.04 1.05 1.31  0.098
3 O -1.15 1.50 0.63  0.819
4 H 0.70 1.82 1.54  0.014
5 H -0.35 0.79 2.32  0.055
6 H 0.38 0.14 0.88  0.007
7 C -3.13 -3.15 -4.07  0.000
8 C -3.71 -2.16 -3.11  0.000
9 O -3.25 -2.73 -1.89  0.000
10 C -2.95 -1.88 -0.89  0.000
11 O -3.17 -0.67 -1.06  0.000
12 O -2.55 -2.59 0.17  0.000
13 C -2.28 -1.93 1.43  0.000
14 H -3.33 -2.84 -5.09  0.000
15 H -3.50 -4.14 -3.83  0.000
16 H -2.05 -3.09 -3.96  0.000
17 H -4.79 -2.24 -3.24  0.000
18 H -3.40 -1.16 -3.41  0.000
19 H -2.19 -0.85 1.40  0.000
20 H -1.34 -2.38 1.76  0.000
21 H -3.04 -2.28 2.13  0.000
22 C -1.80 2.71 5.05  0.001
23 C -1.93 3.05 3.52  0.001
24 O -2.62 4.26 3.39  0.000
25 C -2.75 4.79 2.16  0.000
26 O -2.38 4.34 1.07  -0.001
27 O -3.31 6.03 2.37  0.000
28 C -3.66 6.93 1.31  0.000
29 H -1.76 1.64 5.23  0.000
30 H -2.62 3.14 5.62  0.000
31 H -0.87 3.10 5.47  0.000
32 H -2.31 2.12 3.09  0.001
33 H -0.95 3.10 3.07  0.000
34 H -2.79 7.27 0.73  0.000
35 H -4.31 7.72 1.68  0.000
36 H -4.29 6.31 0.67  0.000
37 C -1.84 -6.71 -1.72  0.000
38 C -1.01 -5.46 -1.34  0.000
39 O 0.04 -5.87 -0.53  0.000
40 C 0.68 -5.02 0.36  0.000
41 O 1.33 -5.42 1.34  0.000
42 O 0.53 -3.74 0.03  0.000
43 C 1.31 -2.68 0.70  0.000
44 H -1.36 -7.21 -2.56  0.000
45 H -2.83 -6.33 -1.97  0.000
46 H -1.86 -7.56 -1.05  0.000
47 H -1.71 -4.90 -0.71  0.000
48 H -0.83 -4.74 -2.15  0.000
49 H 0.88 -2.32 1.64  0.000
50 H 1.40 -1.84 0.02  0.000
51 H 2.28 -2.99 1.08  0.000
52 C 5.89 -3.72 6.71  0.000
53 C 6.08 -2.07 6.65  0.000
54 O 4.85 -1.46 6.25  0.000
55 C 4.65 -1.02 4.97  0.000
56 O 5.55 -0.99 4.12  0.000
57 O 3.30 -0.76 4.77  0.000
58 C 2.86 -0.79 3.42  0.000
59 H 5.54 -4.10 5.75  0.000
60 H 5.09 -3.88 7.43  0.000
61 H 6.78 -4.27 6.99  0.000
62 H 6.89 -1.84 5.96  0.000
63 H 6.34 -1.62 7.60  0.000
64 H 2.14 0.01 3.25  0.000
65 H 2.30 -1.67 3.11  0.000
66 H 3.75 -0.61 2.81  0.000
67 C 1.80 3.90 -5.61  0.000
68 C 0.90 3.47 -4.56  0.000
69 O 1.46 3.84 -3.36  0.000
70 C 0.81 3.80 -2.18  0.000
71 O -0.28 3.25 -1.92  0.004
72 O 1.53 4.49 -1.24  0.000
73 C 1.12 4.57 0.14  0.000
74 H 1.79 4.99 -5.74  0.000
75 H 1.58 3.60 -6.63  0.000
76 H 2.79 3.54 -5.31  0.000
77 H 0.71 2.40 -4.66  0.000
78 H -0.08 3.93 -4.65  0.000
79 H 0.11 4.99 0.22  0.000
80 H 1.84 5.17 0.69  0.000
81 H 0.85 3.63 0.62  0.000
82 C 2.37 0.37 -2.25  0.000
83 C 0.94 -0.42 -2.29  0.000
84 O 0.52 -0.31 -3.64  0.000
85 C -0.69 0.22 -3.91  0.000
86 O -1.53 0.72 -3.09  0.000
87 O -0.86 0.12 -5.29  0.000
88 C -2.15 0.20 -5.87  0.000
89 H 2.28 1.37 -2.67  0.000
90 H 3.19 -0.02 -2.85  0.000
91 H 2.71 0.56 -1.23  0.000
92 H 0.21 -0.27 -1.49  0.000
93 H 1.21 -1.44 -2.05  0.000
94 H -2.34 1.24 -6.13  0.000
95 H -2.93 -0.21 -5.23  0.000
96 H -2.34 -0.34 -6.80  0.000

(2)
Entry from OMol25: a structure of composition C25H52Al2Br2F4KN2O12PS in a non-equilibrium geometry (the ωB97M-V functional and the def2-TZVPD basis).

## Properties
Total energy (eV): -254913.61604
Charge: 0

Last column: Mulliken charge in e.
Element x y z (Å)
1 C 0.48 1.79 2.82  0.909
2 C 0.85 1.42 1.76  -1.515
3 C 1.64 0.93 0.67  1.149
4 C 2.22 -0.43 0.99  1.131
5 C 3.06 -0.41 2.26  -0.875
6 C 4.56 -0.69 2.10  -0.840
7 C 5.41 0.15 1.20  -1.055
8 C 5.15 1.65 1.27  0.484
9 C 5.34 2.37 -0.05  -1.014
10 C 4.72 3.75 0.08  -0.889
11 C 3.40 3.96 -0.66  -0.582
12 C 2.25 4.24 0.32  -0.428
13 O 2.93 -0.88 -0.21  -0.343
14 C 2.99 -2.19 -0.11  0.521
15 O 3.76 -2.94 -0.65  -0.903
16 O 2.05 -2.65 0.72  -0.503
17 C 1.15 -1.51 0.98  1.266
18 C 0.28 -1.76 2.17  -2.168
19 O -0.22 -3.07 1.98  -0.274
20 C -1.18 -3.48 2.89  0.775
21 C -1.99 -2.45 3.59  -1.495
22 O -1.32 -4.65 3.02  -0.577
23 P -0.04 -1.55 -0.47  1.180
24 O -1.32 -0.95 -0.14  -0.870
25 O -0.26 -3.06 -0.89  -0.580
26 O 0.59 -0.82 -1.74  -0.528
27 H 0.23 2.27 3.73  0.503
28 H 0.99 0.88 -0.21  0.676
29 H 2.41 1.64 0.45  -1.386
30 H 2.69 -1.19 2.90  0.196
31 H 2.90 0.51 2.80  0.663
32 H 4.66 -1.75 1.91  0.287
33 H 5.03 -0.49 3.08  0.330
34 H 5.35 -0.16 0.17  0.459
35 H 6.43 -0.05 1.48  0.488
36 H 4.18 1.90 1.70  -0.303
37 H 5.91 2.08 1.93  0.203
38 H 6.39 2.42 -0.27  0.527
39 H 4.88 1.84 -0.88  0.440
40 H 5.41 4.46 -0.36  0.548
41 H 4.63 4.01 1.12  0.450
42 H 3.50 4.73 -1.41  0.453
43 H 3.09 3.04 -1.15  0.167
44 H 2.18 5.28 0.61  0.427
45 H 1.32 3.95 -0.16  0.144
46 H 2.40 3.64 1.28  -0.483
47 H -0.47 -0.98 2.21  0.415
48 H 0.83 -1.72 3.10  0.820
49 H -1.38 -1.83 4.22  0.426
50 H -2.79 -2.93 4.11  0.387
51 H -2.42 -1.80 2.83  0.362
52 H 0.49 -3.39 -1.41  0.377
53 H 0.40 -1.34 -2.53  0.420
54 N 4.09 -5.27 0.93  -0.351
55 H 3.88 -4.53 0.22  0.205
56 H 3.23 -5.78 1.14  0.389
57 H 4.79 -5.91 0.56  0.404
58 H 4.44 -4.83 1.77  0.356
59 Br -1.42 -3.43 6.30  -0.861
60 Al 5.89 0.54 4.44  0.580
61 F 8.58 -0.27 -0.56  -0.393
62 Al 9.58 0.06 0.76  0.526
63 F 10.51 -1.28 1.10  -0.377
64 F 8.56 0.39 2.10  -0.417
65 F 10.54 1.38 0.43  -0.372
66 C -4.10 -0.50 -2.77  -0.260
67 O -4.66 0.32 -3.51  -0.750
68 N -4.19 -1.82 -2.87  0.308
69 C -3.59 -2.68 -1.87  -0.587
70 C -4.95 -2.41 -3.96  -1.107
71 H -3.48 -0.18 -1.91  0.662
72 H -2.85 -3.35 -2.31  0.433
73 H -4.44 -3.25 -1.47  0.291
74 H -3.12 -2.06 -1.12  -0.005
75 H -4.52 -2.11 -4.92  0.339
76 H -5.98 -2.05 -3.93  0.306
77 H -4.94 -3.49 -3.87  0.411
78 Br 3.13 3.89 3.32  -0.666
79 C -4.51 5.93 -2.81  -0.875
80 S -3.43 4.66 -2.09  0.610
81 O -2.05 5.06 -2.42  -0.585
82 C -3.87 3.33 -3.23  -0.914
83 H -4.37 6.86 -2.27  0.335
84 H -4.25 6.10 -3.86  0.111
85 H -5.55 5.62 -2.72  0.386
86 H -3.65 3.63 -4.24  0.320
87 H -4.93 3.09 -3.12  0.517
88 H -3.29 2.45 -2.98  0.093
89 C -6.30 -0.52 -0.39  -0.807
90 C -7.52 -1.42 -0.54  0.912
91 C -8.80 -0.55 -0.45  -1.522
92 O -7.51 -2.30 0.49  -0.427
93 H -6.29 0.01 0.56  0.458
94 H -5.40 -1.13 -0.46  -0.092
95 H -6.26 0.23 -1.19  0.250
96 H -7.50 -1.84 -1.56  0.076
97 H -8.85 -0.02 0.50  0.375
98 H -9.69 -1.17 -0.56  0.386
99 H -8.79 0.18 -1.26  0.351
100 O -6.41 -3.75 -0.67  -0.419
101 H -7.26 -3.30 -0.94  0.439
102 K -3.72 4.83 -5.59  0.985

- Which of these has the lowest charge?
  C25H52Al2Br2F4KN2O12PS

- Which of these has the lowest total energy?
  C25H52Al2Br2F4KN2O12PS

- Look up the total energy of the first one.
  -70337.34192 eV

- charge of number 2 (C25H52Al2Br2F4KN2O12PS)?
  0